Record 1
{
  "formula": "C2H8N3P",
  "method": "ωB97M-V with the def2-TZVPD basis set",
  "orbital_gap_ev": [8.314, 6.963],
  "charge": 0,
  "e_tot_ha": -586.5003,
  "e_above_lowest_kcal_mol": 71.75,
  "smiles": "CCN/N=P/N",
  "symbols": ["C", "C", "N", "N", "P", "N", "H", "H", "H", "H", "H", "H", "H", "H"],
  "positions_angstrom": [[2.1199, -0.5981, -0.5996], [1.4881, 0.3807, 0.3893], [0.1819, -0.0349, 0.6456], [-0.8676, 0.4140, -0.0350], [-2.5081, -0.7375, 0.1723], [-3.6102, 0.4151, -0.2922], [1.3438, -0.7246, -1.3431], [3.1077, -0.4242, -0.8865], [2.2750, -1.5089, -0.1288], [1.9110, 0.3601, 1.3724], [1.4098, 1.4297, 0.0158], [-0.0468, -0.8999, 1.1523], [-3.0673, 0.9067, -0.9661], [-3.7373, 1.0220, 0.5036]],
  "lowdin_charge": [-0.07, -0.28, -0.26, -0.19, 0.68, -0.36, 0.08, 0.05, 0.04, 0.10, 0.13, 0.10, -0.03, 0.00]
}

=====

Record 2
{
  "formula": "C5H6O2",
  "method": "ωB97M-V with the def2-TZVPD basis set",
  "orbital_gap_ev": 10.893,
  "charge": 0,
  "e_tot_ha": -344.4960,
  "e_above_lowest_kcal_mol": 66.44,
  "smiles": "C#C[C@H]1CO[C@H]1O",
  "symbols": ["C", "C", "C", "C", "O", "C", "O", "H", "H", "H", "H", "H", "H"],
  "positions_angstrom": [[-1.1873, -1.8405, -1.5240], [-0.5081, -0.9489, -1.0851], [0.3119, 0.1516, -0.6001], [-0.3773, 1.4195, -0.0556], [0.4587, 1.3983, 1.1124], [0.9058, 0.0775, 0.8220], [0.2738, -0.8990, 1.5765], [-1.7926, -2.6423, -1.8862], [1.0868, 0.4042, -1.3305], [-1.4344, 1.2747, 0.1913], [-0.2449, 2.3374, -0.6357], [1.9997, 0.0156, 0.9131], [0.5079, -0.7481, 2.5020]],
  "lowdin_charge": [0.13, -0.09, -0.21, -0.12, -0.05, -0.38, 0.04, 0.03, 0.15, 0.13, 0.12, 0.16, 0.11]
}

=====

Record 3
{
  "formula": "C4H17N2O2",
  "method": "ωB97M-V with the def2-TZVPD basis set",
  "orbital_gap_ev": 11.599,
  "charge": 1,
  "e_tot_ha": -422.3459,
  "e_above_lowest_kcal_mol": 29.38,
  "symbols": ["N", "C", "C", "N", "C", "C", "H", "H", "H", "H", "H", "H", "H", "H", "H", "H", "H", "H", "H", "H", "H", "O", "H", "H", "O"],
  "positions_angstrom": [[-0.7294, -1.6408, -0.4159], [0.3425, -1.0319, 0.3975], [0.8633, 0.1655, -0.3388], [-0.2831, 1.0134, -0.7776], [-0.1248, 1.5849, -2.1541], [-0.6542, 2.0259, 0.2506], [-1.5287, -1.7668, 0.1948], [-0.4593, -2.5787, -0.6641], [-1.0141, 0.3010, -0.8398], [1.1441, -1.6997, 0.7092], [-0.0529, -0.7867, 1.3865], [1.3881, -0.1576, -1.2376], [1.6191, 0.7186, 0.1906], [-0.9821, 1.2707, -2.7527], [0.7614, 1.1787, -2.6115], [-0.1428, 2.6627, -2.1115], [-0.4148, 3.0231, -0.1137], [-0.2189, 1.8110, 1.2162], [-1.7357, 2.0170, 0.4014], [3.5175, -1.3864, 1.6716], [4.7692, -1.0656, 0.8137], [3.8698, -0.7776, 1.0097], [-3.2937, -2.3893, 1.6851], [-3.6504, -1.0097, 2.3079], [-2.9901, -1.4819, 1.7825]],
  "lowdin_charge": [0.03, -0.23, -0.14, -0.18, 0.04, 0.02, 0.04, 0.09, 0.13, 0.12, 0.12, 0.13, 0.13, 0.12, 0.10, 0.10, 0.10, 0.10, 0.11, 0.04, 0.05, -0.06, 0.05, 0.06, -0.06]
}

=====

Record 4
{
  "formula": "C4H12O3",
  "method": "ωB97M-V with the def2-TZVPD basis set",
  "orbital_gap_ev": 10.768,
  "charge": 0,
  "e_tot_ha": -385.3016,
  "e_above_lowest_kcal_mol": 12.67,
  "smiles": "CC(C)C=O.O.O",
  "symbols": ["C", "C", "C", "C", "O", "H", "H", "H", "H", "H", "H", "H", "H", "O", "H", "H", "O", "H", "H"],
  "positions_angstrom": [[-1.0663, 1.7835, -0.8744], [-0.6841, 0.3002, -0.6363], [-1.3281, -0.7456, -1.5335], [-0.8296, -0.1057, 0.8201], [-0.4913, 0.6437, 1.7096], [-0.4010, 2.2774, -1.5739], [-1.0296, 2.3134, 0.0717], [-2.0687, 1.7088, -1.3056], [0.4080, 0.2352, -0.7615], [-0.7672, -0.8608, -2.4770], [-2.3577, -0.4805, -1.7528], [-1.2208, -1.7960, -1.2470], [-1.3294, -1.0587, 1.0652], [2.3155, -1.4474, 0.1926], [3.0849, -1.6906, -0.3187], [2.6691, -1.2924, 1.0842], [2.0914, -0.0764, 2.5966], [1.2629, -0.5495, 2.4767], [1.7421, 0.8415, 2.4639]],
  "lowdin_charge": [-0.04, -0.38, -0.08, -0.22, 0.02, 0.08, 0.07, 0.07, 0.13, 0.08, 0.07, 0.08, 0.13, -0.07, 0.03, 0.01, -0.08, 0.01, 0.07]
}

=====

Record 5
{
  "formula": "C3H5OP",
  "method": "ωB97M-V with the def2-TZVPD basis set",
  "orbital_gap_ev": 7.416,
  "charge": 0,
  "e_tot_ha": -533.7738,
  "e_above_lowest_kcal_mol": 53.13,
  "symbols": ["C", "C", "C", "O", "P", "H", "H", "H", "H", "H"],
  "positions_angstrom": [[-1.1960, -0.4607, 0.0970], [-0.2093, 0.5318, 0.6177], [-0.0821, 0.0370, -0.7674], [2.8510, -0.0040, -0.2125], [2.1019, -1.0793, -0.8270], [-1.1018, -1.5066, 0.3525], [-2.1189, 0.1977, -0.1212], [-0.3767, 1.5085, 1.0809], [0.5677, 0.1300, 1.3442], [-0.4358, 0.6455, -1.5642]],
  "lowdin_charge": [-0.21, -0.29, -0.33, -0.54, 0.92, 0.08, 0.13, 0.09, 0.09, 0.05]
}

=====

Record 6
{
  "formula": "C19H36O6PSiSn",
  "method": "ωB97M-V with the def2-TZVPD basis set",
  "orbital_gap_ev": [6.406, 6.405],
  "charge": 1,
  "e_tot_ha": -2041.8048,
  "e_above_lowest_kcal_mol": 29.68,
  "symbols": ["Sn", "C", "C", "O", "C", "C", "O", "C", "C", "O", "C", "C", "O", "H", "H", "H", "H", "H", "H", "H", "H", "H", "H", "H", "H", "H", "H", "H", "H", "C", "Si", "C", "C", "C", "C", "C", "C", "C", "H", "H", "H", "H", "H", "H", "H", "H", "H", "H", "H", "O", "C", "P", "C", "C", "O", "H", "H", "H", "H", "H", "H", "H", "H", "H"],
  "positions_angstrom": [[-0.1537, 1.3030, -0.8385], [0.6240, -4.1015, -3.1326], [-0.7232, -3.2638, -3.0345], [-0.7160, -2.4306, -1.8849], [-0.9407, -3.1822, -0.7286], [-0.1158, -2.8147, 0.5999], [0.4130, -1.5386, 0.5322], [1.8662, -1.2632, 0.6224], [2.8863, -2.3930, 0.5614], [2.8125, -2.9345, -0.7226], [3.4630, -2.4169, -1.9388], [3.0911, -3.5170, -2.8852], [1.7808, -3.3497, -3.5514], [0.4150, -4.8512, -3.9208], [0.7866, -4.7147, -2.1954], [-1.4434, -4.0829, -2.9073], [-1.0163, -2.6339, -3.8623], [-0.7159, -4.2293, -0.7537], [-1.9367, -3.0941, -0.2735], [0.6624, -3.5661, 0.8414], [-0.8612, -2.8333, 1.4484], [2.1308, -0.6811, 1.5234], [1.8533, -0.5676, -0.2007], [2.7130, -3.1764, 1.2768], [3.9670, -1.9749, 0.6607], [4.5627, -2.4573, -1.8463], [3.2397, -1.3255, -2.1721], [2.9861, -4.4355, -2.3219], [3.8795, -3.6583, -3.6821], [1.1047, 5.0080, 1.3519], [0.9816, 3.1678, 1.7616], [2.8380, 2.8349, 2.1928], [-0.1383, 3.0746, 3.2354], [-0.7278, 4.2712, 3.8767], [-0.6605, 4.2493, 5.2533], [-0.3628, 2.9783, 5.8391], [-0.0162, 1.8527, 5.1809], [-0.2444, 1.7759, 3.8391], [0.2218, 5.3613, 1.8651], [0.8688, 5.4428, 0.3738], [2.0224, 5.4688, 1.7939], [3.1880, 3.2382, 3.1596], [3.3984, 3.6096, 1.5970], [3.3714, 1.8378, 1.9606], [-1.3398, 5.0260, 3.3294], [-0.6337, 5.0814, 5.9821], [-0.3210, 2.8959, 6.9426], [0.2549, 0.9673, 5.7519], [-0.5199, 0.8526, 3.2789], [0.0858, 2.0338, 0.8965], [-4.7431, 1.3388, -1.5671], [-3.1149, 0.8473, -2.0078], [-3.2027, -0.8740, -2.3936], [-2.7452, 1.4078, -3.7185], [-2.1468, 1.2616, -0.8689], [-5.2798, 1.4674, -2.4670], [-4.6192, 2.3363, -1.0984], [-5.2309, 0.6566, -0.8352], [-4.0031, -1.0485, -3.1816], [-3.4172, -1.4774, -1.5404], [-2.3202, -1.2648, -2.8903], [-3.4645, 0.9283, -4.3228], [-1.7150, 1.1101, -3.9680], [-2.8785, 2.4671, -3.8161]],
  "lowdin_charge": [1.30, -0.15, -0.16, -0.18, -0.19, -0.18, -0.21, -0.15, -0.18, -0.19, -0.13, -0.15, -0.15, 0.12, 0.13, 0.12, 0.12, 0.10, 0.11, 0.12, 0.13, 0.12, 0.05, 0.12, 0.16, 0.12, 0.15, 0.12, 0.14, -0.16, 0.42, -0.17, -0.23, -0.08, -0.09, -0.12, -0.14, -0.08, -0.01, 0.03, 0.06, 0.04, 0.02, 0.04, 0.12, 0.11, 0.11, 0.11, 0.12, -0.57, -0.15, 0.63, -0.17, -0.14, -0.55, 0.05, 0.08, 0.10, 0.11, 0.06, 0.04, 0.04, 0.07, 0.06]
}